C29H26F3N2OS | the ωB97M-V functional and the def2-TZVPD basis

## Properties
Orbital gap in eV: 7.2392
HOMO in eV: -11.4

```
! RIJCOSX wB97M-V def2-TZVPD def2/J DEFGRID3
* xyz 1 1
C 2.83266 -1.71993 -2.27657
C 2.20645 -1.16706 -3.13811
C 1.32267 -0.42727 -4.07685
C 0.43228 0.43517 -3.16374
C 1.04896 1.51714 -2.51760
C 0.28847 2.30377 -1.64865
C -1.05297 1.98763 -1.45555
S -1.97763 3.02464 -0.31406
N -1.62920 0.94037 -2.08707
C -3.06104 0.62653 -1.81228
C -3.20799 -0.02528 -0.40524
C -0.91091 0.15920 -2.93852
N -1.56031 -0.92290 -3.58833
C -1.20715 -2.04094 -3.17388
O -0.73303 -3.07494 -3.01582
H 3.16385 -1.99144 -1.29020
H 1.95400 0.27042 -4.64048
H 0.74601 -1.09673 -4.71882
H 2.10788 1.71898 -2.67570
H 0.76559 3.13084 -1.12809
H -1.26283 2.80331 0.81912
H -3.44845 -0.06635 -2.56032
H -3.62036 1.56299 -1.87411
H -2.23581 -0.14587 0.09416
H -3.78770 0.63080 0.25532
H -3.72900 -0.98710 -0.47125
F 3.18408 4.08641 -0.58247
C 3.08537 5.09941 0.31415
C 3.70017 4.96952 1.54269
C 3.60031 6.00860 2.45686
C 2.88256 7.15319 2.13419
C 2.26758 7.26290 0.89452
C 2.37226 6.23061 -0.02752
H 4.24938 4.06658 1.77733
H 4.08308 5.92500 3.42131
H 2.80392 7.96046 2.85038
H 1.70616 8.15315 0.64393
H 1.90786 6.30119 -1.00326
F 3.58833 -0.32455 3.56876
C 2.47566 -0.83002 3.01481
C 1.92754 -1.98752 3.53411
C 0.77437 -2.50472 2.96150
C 0.18985 -1.86705 1.87483
C 0.75757 -0.70723 1.36388
C 1.90564 -0.17901 1.93812
H 2.40168 -2.47380 4.37640
H 0.33121 -3.40634 3.36299
H -0.70861 -2.27607 1.42833
H 0.30454 -0.21060 0.51209
H 2.35828 0.72878 1.55887
F -3.28660 -2.89352 1.79902
C -3.12774 -4.14290 1.31187
C -2.60961 -4.30700 0.04201
C -2.43975 -5.59073 -0.45788
C -2.79813 -6.68811 0.31258
C -3.32155 -6.50347 1.58591
C -3.48395 -5.22244 2.09415
H -2.34250 -3.43675 -0.54545
H -2.02791 -5.73427 -1.44838
H -2.66889 -7.68816 -0.07979
H -3.60422 -7.35876 2.18493
H -3.88240 -5.05872 3.08687
*
```

=====

C29H26F5GeO5PdS | the ωB97M-V functional and the def2-TZVPD basis

## Properties
Orbital gap (spin up / spin down) in eV: 5.8875 / 5.9147
HOMO (spin up / spin down) in eV: -8.1 / -8.0

```
! RIJCOSX wB97M-V def2-TZVPD def2/J DEFGRID3
* xyz 0 2
Pd -0.80072 0.69745 -0.75831
F 1.93530 4.00188 4.83088
C 1.47441 3.66396 3.62036
C 0.61236 2.59273 3.47347
F 0.23169 1.88914 4.54208
C 0.14030 2.26923 2.21873
F -0.69942 1.22570 2.08814
C 0.50594 2.94609 1.03612
O 0.08895 2.62623 -0.15214
C 1.39370 4.02259 1.24341
F 1.80937 4.72516 0.18292
C 1.85251 4.38024 2.49568
F 2.67922 5.41826 2.62902
C -0.72495 2.80982 -3.41497
S -1.24541 1.10315 -3.37931
O -1.72997 0.72795 -4.67186
O -0.05691 0.33487 -2.90908
O -2.28708 1.02061 -2.31377
H -0.23235 2.98294 -4.36814
H -0.04428 2.97418 -2.58112
H -1.60969 3.43337 -3.32008
C 0.58109 -5.11077 -3.06842
C 0.65421 -3.87537 -3.69727
C 0.64986 -2.71170 -2.94353
C 0.58499 -2.78245 -1.55131
C 0.49652 -4.02379 -0.92642
C 0.50337 -5.18453 -1.68506
Ge 0.71190 -1.14919 -0.45943
C 2.52476 -0.41013 -0.66611
C 3.44195 -0.94306 -1.56808
C 4.71392 -0.40063 -1.67169
C 5.07440 0.69239 -0.89601
C 4.16197 1.24190 -0.00559
C 2.89479 0.69416 0.10428
C 0.39863 -1.64957 1.42429
C 1.36854 -1.46129 2.40398
C 1.10725 -1.82362 3.71691
C -0.12551 -2.36080 4.05887
C -1.10356 -2.53619 3.08870
C -0.84563 -2.17325 1.77752
H 0.58132 -6.01882 -3.65783
H 0.71026 -3.82057 -4.77690
H 0.68909 -1.74640 -3.43059
H 0.44126 -4.07991 0.15413
H 0.44577 -6.14744 -1.19384
H 3.16416 -1.78956 -2.18457
H 5.42580 -0.83028 -2.36494
H 6.06466 1.11908 -0.99093
H 4.43295 2.09991 0.59679
H 2.18575 1.12744 0.80028
H 2.32958 -1.03985 2.13586
H 1.86664 -1.68652 4.47599
H -0.33041 -2.63712 5.08505
H -2.06657 -2.94849 3.36268
H -1.61029 -2.29234 1.01696
C -5.06754 0.43611 -0.34568
C -4.91169 1.58099 0.65904
C -3.40734 1.78784 0.65036
O -2.85560 0.46392 0.51290
C -3.84806 -0.42635 -0.03721
H -5.00454 0.81689 -1.36524
H -5.99887 -0.11215 -0.21941
H -5.23754 1.25956 1.65020
H -5.45854 2.47742 0.37418
H -3.01252 2.21897 1.56914
H -3.10119 2.39906 -0.20361
H -4.07073 -1.17808 0.72470
H -3.44223 -0.91098 -0.92517
*
```

=====

C29H26N4O11P2Pd | the ωB97M-V functional and the def2-TZVPD basis

## Properties
Orbital gap (spin up / spin down) in eV: 3.1228 / 3.1217
HOMO (spin up / spin down) in eV: -0.2 / -0.2

```
! RIJCOSX wB97M-V def2-TZVPD def2/J DEFGRID3
* xyz -2 1
Pd -0.29990 0.02459 3.17045
C 2.61187 0.74224 -10.51723
O 2.28539 1.83359 -9.67829
C 2.10166 1.56017 -8.35637
C 1.79344 2.64285 -7.54414
C 1.58902 2.45757 -6.18877
C 1.68452 1.19376 -5.60760
C 1.99482 0.12425 -6.43468
C 2.20370 0.29392 -7.79811
C 1.47428 0.95522 -4.17324
N 1.62706 -0.19908 -3.57837
C 1.34296 0.02813 -2.25052
C 1.01516 1.34515 -2.04744
N 1.10275 1.92817 -3.28758
C 0.64461 1.90054 -0.77902
C 0.19050 3.20884 -0.57633
C -0.14495 3.59715 0.70287
C 0.02536 2.69699 1.75664
N 0.45282 1.45212 1.57481
C 0.72566 1.03281 0.32424
C 1.06575 -0.38389 0.13099
N 1.04008 -1.16800 1.21506
C 1.20217 -2.46335 1.07818
C 1.42145 -3.07494 -0.16565
C 1.50146 -2.28195 -1.28496
C 1.32929 -0.89982 -1.14984
H 2.72478 1.14764 -11.51873
H 1.82039 -0.01147 -10.52391
H 3.54892 0.26844 -10.21434
H 1.72018 3.62505 -7.99395
H 1.35737 3.32357 -5.57921
H 2.07183 -0.85693 -5.98171
H 2.44170 -0.56633 -8.40689
H 0.93255 2.89470 -3.49523
H 0.10316 3.89800 -1.41162
H -0.51825 4.59320 0.90647
H -0.14738 2.97215 2.79236
H 1.14166 -3.04312 1.99692
H 1.51402 -4.15170 -0.23274
H 1.66977 -2.69605 -2.27267
C 3.07626 -0.10021 6.30449
C 1.91473 -0.26227 5.32163
O 2.39995 -0.11133 3.99156
P 1.29251 -1.99412 5.39183
O 2.64144 -2.90056 5.59314
O 0.65735 -2.19742 6.85063
O 0.50181 -2.51069 4.25921
P 0.52758 0.95291 5.83937
O -0.80463 -0.00643 5.76375
O 0.77409 1.25023 7.28445
O 0.44289 2.04675 4.81772
H 3.90170 -0.76649 6.04459
H 2.74328 -0.30199 7.32047
H 3.42115 0.93562 6.26014
H 1.54397 0.08065 3.41083
H 3.10235 -2.86853 4.74408
H -0.04082 -1.51905 6.93930
H -1.11793 0.11947 4.77251
O -4.53351 -0.26942 0.23944
C -5.17099 -0.93365 1.25645
C -6.46466 -1.41983 1.09318
C -7.10689 -2.07463 2.13819
C -6.45434 -2.22681 3.35259
C -5.16578 -1.72308 3.50585
C -4.49990 -1.08400 2.46853
C -3.07623 -0.57844 2.68150
O -2.95477 0.35590 3.50033
O -2.18171 -1.17789 2.04807
H -5.05421 -0.37001 -0.56171
H -6.96994 -1.28151 0.14007
H -8.11359 -2.45351 1.99921
H -6.94779 -2.73061 4.17725
H -4.64505 -1.82325 4.45146
*
```

=====

C29H27Cl3NO4PtSi | the ωB97M-V functional and the def2-TZVPD basis

## Properties
Orbital gap (spin up / spin down) in eV: 7.3041 / 3.8308
HOMO (spin up / spin down) in eV: -9.9 / -9.8
Energy above the lowest of the compared OMol25 structures with the same formula, charge and spin in kJ/mol: 57.6

```
! RIJCOSX wB97M-V def2-TZVPD def2/J DEFGRID3
* xyz 1 5
Pt -0.07690 0.33044 0.58597
C 3.79840 0.03744 2.97287
C 2.97690 0.26974 1.73007
O 1.78240 0.54404 1.90417
C 3.63920 0.17484 0.44637
C 5.04500 0.13414 0.35537
C 5.69920 0.04464 -0.85023
C 4.95880 -0.02366 -2.03343
C 3.59520 0.01104 -1.99413
C 2.87090 0.12194 -0.76883
O 1.59930 0.16134 -0.86863
H 3.13960 0.02154 3.83547
H 4.52120 0.83844 3.10187
H 4.32970 -0.90626 2.90057
H 5.64140 0.19794 1.25217
H 6.77820 0.02644 -0.88333
H 5.47360 -0.10536 -2.97833
H 3.01050 -0.02096 -2.90083
Cl -3.89050 0.03864 6.88637
C -3.00080 -0.30306 5.47007
C -2.68850 0.72824 4.58827
C -1.98000 0.43304 3.44867
Cl -1.64390 1.66554 2.30147
C -1.51080 -0.87246 3.12157
O -0.80150 -1.13216 2.10007
C -1.90630 -1.89566 4.04497
Cl -1.46250 -3.50676 3.67707
C -2.61590 -1.61116 5.19087
H -3.00870 1.73804 4.78807
H -2.88680 -2.40186 5.87117
C 0.60150 3.42154 0.41577
Si -0.70440 3.20134 -0.95493
C -2.39480 3.98154 -0.50633
C 0.02710 3.89444 -2.57913
N -1.00740 1.46384 -1.04473
C -1.69650 0.82004 -1.97593
C -2.37420 1.49124 -3.02823
C -2.99130 0.80714 -4.03863
C -2.98840 -0.59116 -4.06233
C -2.38010 -1.28876 -3.03943
C -1.77140 -0.61906 -1.98573
O -1.32150 -1.26176 -0.88513
C -0.95290 -2.59666 -0.94083
C -0.07560 -3.08006 -1.90633
C 0.29750 -4.41116 -1.87713
C -0.19290 -5.25546 -0.89223
C -1.05980 -4.76676 0.07507
C -1.44310 -3.43886 0.05177
H 1.04690 4.40774 0.35957
H 1.40710 2.70004 0.30207
H 0.19650 3.32784 1.41847
H -2.25080 4.97384 -0.09533
H -2.92610 3.38794 0.23297
H -3.04110 4.07874 -1.37323
H 0.17650 4.96424 -2.47333
H -0.60670 3.74314 -3.44663
H 0.99270 3.44384 -2.79493
H -2.39750 2.56674 -3.01503
H -3.49480 1.34724 -4.82263
H -3.48970 -1.12496 -4.85513
H -2.41850 -2.36816 -3.02933
H 0.32650 -2.41346 -2.65593
H 0.97730 -4.78996 -2.62733
H 0.10460 -6.29186 -0.87913
H -1.44190 -5.42346 0.84217
H -2.11900 -3.03916 0.79147
*
```

=====

C29H27Cl5FN3O9Rh | the ωB97M-V functional and the def2-TZVPD basis

## Properties
Orbital gap (spin up / spin down) in eV: 2.6671 / 3.6732
HOMO (spin up / spin down) in eV: -2.5 / -3.6
Energy above the lowest of the compared OMol25 structures with the same formula, charge and spin in kJ/mol: 146.3

```
! RIJCOSX wB97M-V def2-TZVPD def2/J DEFGRID3
* xyz -1 5
Rh 0.24357 -1.69278 -1.75312
F -2.41106 3.61942 -1.62248
C -1.95226 3.10681 -0.43247
C -1.06645 2.06948 -0.51914
C -0.55213 1.48843 0.66861
C 0.33812 0.38651 0.58240
O 0.82589 0.06597 -0.54728
C 0.61997 -0.29187 1.83644
C 0.21879 0.25980 3.00231
N -0.48279 1.42176 3.07679
C -0.76816 1.99004 4.36346
C -0.20439 3.34221 4.66914
C 0.35880 2.12017 5.33983
C -0.99535 2.01636 1.90817
C -1.89762 3.05538 1.96296
C -2.40032 3.64915 0.76405
N -3.28677 4.76877 0.92789
C -4.17549 5.18483 -0.13302
C -3.53555 6.11749 -1.15650
N -2.86485 7.25980 -0.42615
C -1.89154 6.75973 0.61663
C -2.68158 5.90790 1.59334
C 1.32489 -1.58695 1.99483
O 1.66351 -2.09078 3.02522
O 1.53370 -2.18626 0.76319
H -0.81087 1.64261 -1.47799
H 0.44029 -0.22660 3.94094
H -1.75101 1.75882 4.76243
H -0.80481 4.02522 5.25627
H 0.38558 3.80351 3.88782
H 0.14247 1.95685 6.38652
H 1.33208 1.77307 5.01920
H -2.29401 3.38689 2.91448
H -5.02930 5.70803 0.32209
H -4.55812 4.31449 -0.66021
H -4.26849 6.54796 -1.83845
H -2.75996 5.61183 -1.71963
H -3.58088 7.81292 0.04829
H -2.39713 7.86972 -1.09359
H -1.41999 7.62912 1.07411
H -1.14646 6.15081 0.10332
H -3.46196 6.52269 2.06514
H -2.00891 5.55881 2.37418
Cl 1.00492 -3.89353 -8.17053
C 1.10692 -3.76757 -6.43597
C 1.50688 -4.85576 -5.67666
Cl 1.92653 -6.36068 -6.44678
C 1.57422 -4.73562 -4.28100
Cl 2.06951 -6.08303 -3.29274
C 1.24201 -3.55147 -3.62852
O 1.29706 -3.41372 -2.32309
C 0.84641 -2.42520 -4.41177
O 0.57607 -1.30008 -3.79654
C 0.78207 -2.56426 -5.79716
Cl 0.28848 -1.16582 -6.71104
C 3.31038 -6.54842 1.57954
C 3.65302 -5.55205 0.46609
C 3.31395 -6.15435 -0.90304
C 5.14556 -5.20384 0.52609
C 2.86179 -4.31842 0.65677
C 2.24113 -3.30282 0.73229
H 3.92736 -7.44646 1.47938
H 2.26016 -6.83928 1.52261
H 3.48821 -6.10670 2.56187
H 3.89715 -7.06699 -1.06215
H 3.53231 -5.44758 -1.70533
H 2.25170 -6.39728 -0.96503
H 5.74700 -6.11053 0.40864
H 5.39389 -4.73851 1.48224
H 5.40585 -4.50578 -0.27150
O -1.82469 -1.87844 -0.21380
Cl -2.55436 -1.74182 -1.49043
O -1.98163 -2.74188 -2.39348
O -3.95771 -1.95804 -1.29210
O -2.30163 -0.41223 -2.01687
*
```

=====

C29H27Cl7IrNO3S2 | the ωB97M-V functional and the def2-TZVPD basis

## Properties
Orbital gap (spin up / spin down) in eV: 7.1646 / 4.7697
HOMO (spin up / spin down) in eV: -16.7 / -16.6
Energy above the lowest of the compared OMol25 structures with the same formula, charge and spin in kJ/mol: 97.5

```
! RIJCOSX wB97M-V def2-TZVPD def2/J DEFGRID3
* xyz 3 2
Ir -0.42835 0.19826 -0.32074
O -1.58244 1.86628 -0.10218
C -1.41016 2.45510 1.22301
C 0.05781 2.35771 1.51607
C 0.75087 3.25021 2.30363
C 2.09669 3.02197 2.55562
C 2.71531 1.91343 1.99528
C 1.98005 1.06405 1.19866
N 0.67388 1.27984 0.97374
H -2.54304 1.67866 -0.26281
H -1.97993 1.86445 1.94490
H -1.78620 3.47511 1.19641
H 0.23817 4.10636 2.72087
H 2.65736 3.70631 3.17867
H 3.76047 1.70264 2.17205
H 2.41525 0.19056 0.73957
Cl 0.44220 -1.77542 2.08683
C -1.27088 -1.59623 1.89463
C -1.78241 -0.71917 0.93630
C -3.17117 -0.59477 0.87766
Cl -3.96895 0.48502 -0.24116
C -4.01818 -1.34621 1.70426
Cl -5.71356 -1.19634 1.57991
C -3.47565 -2.23211 2.63835
Cl -4.48936 -3.15110 3.64504
C -2.08752 -2.35139 2.73935
Cl -1.40035 -3.41226 3.87969
O 0.42417 1.19103 -1.92566
S 0.24831 2.01927 -3.22018
C 1.53872 1.23418 -4.28627
C 2.47482 0.27353 -3.54437
C 1.96117 -1.17130 -3.47586
C 2.78449 -2.05748 -2.53588
S 2.16951 -2.08953 -0.79139
O 1.03284 -1.05097 -0.90087
C 1.45695 -3.69724 -0.61419
C 2.34325 -4.71201 -0.27604
C 1.84612 -5.99811 -0.12112
C 0.48844 -6.24281 -0.27751
C -0.38418 -5.20625 -0.58800
C 0.10050 -3.92037 -0.76787
C 0.91890 3.60763 -2.86336
C 0.34489 4.67911 -3.53601
C 0.88184 5.94539 -3.34513
C 1.95801 6.11842 -2.48735
C 2.51222 5.03307 -1.81175
C 2.00095 3.76187 -2.00098
H 2.07201 2.08451 -4.70969
H 0.99135 0.73771 -5.08817
H 2.67835 0.66005 -2.54358
H 3.42857 0.28488 -4.07565
H 1.99666 -1.61894 -4.47066
H 0.91730 -1.19239 -3.16725
H 3.81427 -1.70972 -2.44622
H 2.79635 -3.10260 -2.84165
H 3.39702 -4.51172 -0.12017
H 2.51797 -6.80344 0.14123
H 0.10593 -7.24558 -0.14464
H -1.44364 -5.40825 -0.68170
H -0.55538 -3.09536 -0.98738
H -0.50174 4.53546 -4.19639
H 0.45395 6.79311 -3.86184
H 2.37383 7.10657 -2.34397
H 3.35808 5.18342 -1.15443
H 2.43468 2.90640 -1.49724
Cl -1.65818 -0.87016 -2.26470
C -2.87774 -2.24585 -2.03046
Cl -4.39841 -1.86408 -2.74636
H -2.94829 -2.39000 -0.95663
H -2.40346 -3.07505 -2.54463
*
```

=====

C29H27CoN6O6S2 | the ωB97M-V functional and the def2-TZVPD basis

## Properties
Orbital gap in eV: 7.2644
HOMO in eV: -7.9
Energy above the lowest of the compared OMol25 structures with the same formula, charge and spin in kJ/mol: 0.0

```
! RIJCOSX wB97M-V def2-TZVPD def2/J DEFGRID3
* xyz 0 1
Co 0.28517 0.20453 1.50776
O 4.48730 0.74396 2.71243
C 4.82624 1.49527 1.63897
C 6.14762 1.93323 1.56082
C 6.56244 2.70689 0.49760
C 5.66907 3.06159 -0.51153
C 4.36326 2.62616 -0.43909
C 3.91793 1.83624 0.62617
C 2.51179 1.37785 0.65332
O 2.10942 0.67867 1.69080
N 1.74328 1.64860 -0.35019
N 0.45013 1.15563 -0.15710
C -0.39091 1.55909 -1.03387
S -2.08199 1.11458 -1.03076
C -2.36175 1.70854 -2.72053
C -1.54917 2.97138 -2.89724
S 0.13301 2.62109 -2.32526
H 3.53016 0.56519 2.62986
H 6.82523 1.65279 2.35636
H 7.59068 3.04335 0.45355
H 5.99353 3.67391 -1.34164
H 3.64842 2.88805 -1.20679
H -3.43094 1.88973 -2.82722
H -2.05480 0.94025 -3.42991
H -1.96097 3.78650 -2.30346
H -1.49182 3.27930 -3.94091
N 0.36132 -0.71586 3.23880
C -0.60771 -0.21698 4.23961
C -0.31885 1.24252 4.52954
C -0.70547 2.16930 3.37845
O -1.35276 3.17094 3.60788
O -0.27438 1.85418 2.19214
H 0.23271 -1.71254 3.08358
H 1.30798 -0.58644 3.58709
H -0.54279 -0.81868 5.14930
H -1.60068 -0.33933 3.80853
H 0.75358 1.36947 4.71810
H -0.85053 1.57052 5.41947
C 1.80460 -5.24381 5.75226
O 2.22896 -5.96388 4.60993
C 1.38200 -6.02632 3.55303
C 0.13312 -5.41217 3.51036
C -0.65205 -5.51650 2.36945
C -0.20608 -6.24226 1.27225
C 1.01574 -6.90684 1.35096
C 1.81756 -6.78180 2.46557
N -0.98420 -6.49043 0.08741
N -1.69009 -5.62336 -0.44869
C -1.60274 -4.25112 -0.05853
C -2.76892 -3.57582 0.20442
C -2.78968 -2.25777 0.68782
C -1.60238 -1.57563 0.87791
O -1.49845 -0.35513 1.33542
C -0.39894 -2.24084 0.49425
N 0.72712 -1.48308 0.62464
C 1.88499 -1.95582 0.23486
C 1.99588 -3.23925 -0.33226
C 0.88788 -4.03060 -0.44026
C -0.36854 -3.55292 0.00426
H 2.60522 -5.33388 6.48023
H 0.88658 -5.66455 6.16958
H 1.64734 -4.18698 5.51829
H -0.24596 -4.86270 4.36039
H -1.62360 -5.04201 2.35570
H 1.32713 -7.51951 0.51386
H 2.77616 -7.27888 2.52881
H -3.70110 -4.11298 0.07407
H -3.72679 -1.76559 0.91020
H 2.74538 -1.31215 0.36488
H 2.96205 -3.58137 -0.67468
H 0.96328 -5.01632 -0.88001
*
```